Entry 1:
C4H8N | ωB97M-V with the def2-TZVPD basis set

Computed properties:
Total charge: +1
2S+1: 1
Energy above the lowest of the compared OMol25 structures with the same formula, charge and spin: 86.8 kcal/mol
Strongest force on any atom: 5.25 eV/A

Last column: Mulliken charge in e.
Element x y z (Å)
C -1.300 -0.888 0.408  0.058
C -1.579 -0.608 -0.909  -0.040
C -1.002 0.357 -1.787  -0.266
C 2.176 0.845 0.963  -0.178
N 1.270 0.168 1.453  -0.508
H -1.721 -1.727 0.963  0.322
H -2.233 -1.317 -1.483  0.287
H -0.548 1.263 -1.479  0.309
H -1.044 0.315 -2.920  0.263
H 3.229 1.165 1.345  0.237
H 1.879 1.277 0.021  0.132
H -0.354 -0.526 0.962  0.153
H 1.227 -0.324 2.463  0.230


Entry 2:
C4H8N | ωB97M-V with the def2-TZVPD basis set

Computed properties:
Total charge: +1
2S+1: 1
Structure (SMILES): C1CC12C[NH2+]2
Energy above the lowest of the compared OMol25 structures with the same formula, charge and spin: 46.6 kcal/mol
Strongest force on any atom: 3.50 eV/A

Last column: Mulliken charge in e.
Element x y z (Å)
C 1.305 0.041 0.769  -0.521
C 1.291 0.043 -0.694  -0.516
C -1.304 -0.827 0.035  -0.354
C 0.019 -0.145 0.020  0.422
N -1.073 0.757 -0.034  -0.177
H 1.743 -0.767 1.395  0.247
H 1.288 0.972 1.340  0.247
H 1.253 0.881 -1.421  0.288
H 1.371 -0.881 -1.270  0.255
H -1.765 -1.113 -0.963  0.297
H -1.534 -1.405 1.042  0.283
H -1.241 1.088 -0.914  0.271
H -1.352 1.356 0.695  0.258


Entry 3:
C4H8N | ωB97M-V with the def2-TZVPD basis set

Computed properties:
Total charge: +1
2S+1: 1
Energy above the lowest of the compared OMol25 structures with the same formula, charge and spin: 171.8 kcal/mol
Strongest force on any atom: 5.53 eV/A

Last column: Mulliken charge in e.
Element x y z (Å)
C 1.901 -1.124 1.282  -0.513
C 1.130 0.052 -0.451  -0.397
C -1.102 1.107 -0.935  -0.208
C -1.367 -0.155 -0.158  -0.329
N -0.051 0.637 0.006  0.065
H 2.649 -1.719 0.935  0.368
H 1.726 -0.856 2.334  0.306
H 0.955 -0.708 -1.223  0.346
H -0.931 0.987 -2.022  0.240
H -1.456 2.035 -0.637  0.279
H -2.195 -0.349 0.685  0.257
H -1.321 -1.083 -0.651  0.252
H 0.063 1.176 0.835  0.333


Entry 4:
C4H8N | ωB97M-V with the def2-TZVPD basis set

Computed properties:
Total charge: +1
2S+1: 3
Energy above the lowest of the compared OMol25 structures with the same formula, charge and spin: 66.3 kcal/mol
Strongest force on any atom: 9.42 eV/A
Expectation value of S²: 2.01

Last column: Mulliken charge in e.
Element x y z (Å)
C 0.339 -0.532 0.064  0.315
C 0.997 0.582 0.860  -0.323
C 0.425 -1.909 -0.220  -0.894
C -1.333 1.414 -0.494  -0.651
N -0.312 0.537 -0.024  0.079
H 1.059 0.557 1.955  0.318
H 1.776 1.174 0.208  0.290
H 1.338 -2.057 -0.904  0.281
H -0.341 -2.515 -0.812  0.329
H 0.785 -2.350 0.786  0.266
H -1.023 2.329 0.124  0.329
H -2.304 1.140 0.042  0.341
H -1.404 1.630 -1.584  0.322


Entry 5:
C4H8N2 | ωB97M-V with the def2-TZVPD basis set

Computed properties:
Total charge: 0
2S+1: 1
Energy above the lowest of the compared OMol25 structures with the same formula, charge and spin: 80.0 kcal/mol
Strongest force on any atom: 0.92 eV/A

Last column: Mulliken charge in e.
Element x y z (Å)
C -0.269 1.283 0.568  -0.980
N -0.352 -0.020 -0.084  0.050
C -1.579 -0.784 0.108  -0.901
C 0.687 -0.538 -0.689  -0.035
C 2.111 -0.147 -0.534  -0.038
N 2.514 0.656 0.347  -0.696
H -1.099 1.386 1.270  0.361
H -0.319 2.078 -0.183  0.253
H 0.731 1.336 1.034  0.460
H -1.647 -1.091 1.158  0.355
H -1.566 -1.675 -0.522  0.280
H -2.450 -0.174 -0.142  0.342
H 0.491 -1.503 -1.165  0.254
H 2.746 -0.807 -1.167  0.294


Entry 6:
C4H8N2 | ωB97M-V with the def2-TZVPD basis set

Computed properties:
Total charge: 0
2S+1: 1
Structure (SMILES): [H]/N=C1\[C@@H](C)[C@H]1N
Energy above the lowest of the compared OMol25 structures with the same formula, charge and spin: 47.4 kcal/mol
Strongest force on any atom: 2.37 eV/A

Last column: Mulliken charge in e.
Element x y z (Å)
C 1.445 -0.357 -0.763  -1.282
C -0.554 -0.151 0.968  -0.315
N 0.026 0.935 1.696  -0.587
C -1.161 -0.014 -0.350  0.465
C 0.132 -0.846 -0.194  -0.033
N -1.990 0.557 -1.080  -0.685
H 0.657 1.477 1.117  0.243
H -0.685 1.555 2.069  0.266
H -1.988 0.272 -2.062  0.249
H -1.230 -0.794 1.559  0.317
H 0.005 -1.922 -0.231  0.391
H 2.272 -0.655 -0.119  0.300
H 1.613 -0.784 -1.752  0.366
H 1.458 0.727 -0.857  0.305


Look up the 2S+1 of the first one.
1